*A*
Here is a cluster of 6 separate species, C24H30F18O12 in total from the OMol25 dataset. Energies are from wB97M-V/def2-TZVPD.

Last column: Mulliken charge in e.
Positions of all 84 atoms, in Å:
C1 -0.846 2.012 1.503  -1.0861
C2 -0.177 1.443 0.238  -0.2586
O1 -1.041 0.718 -0.604  -0.2774
C3 -1.958 1.347 -1.291  0.3699
O2 -2.266 2.529 -1.146  -0.5315
C4 -2.608 0.484 -2.345  0.8636
F1 -3.196 1.242 -3.300  -0.2417
F2 -1.622 -0.344 -2.862  -0.2412
F3 -3.665 -0.190 -1.953  -0.2448
H1 -1.776 2.533 1.276  0.3338
H2 -0.225 2.795 1.938  0.3446
H3 -1.144 1.211 2.179  0.3074
H4 0.704 0.885 0.554  0.3426
H5 0.261 2.301 -0.271  0.3195
C5 10.678 5.314 9.153  -1.1866
C6 9.460 4.709 8.558  -0.1183
O3 8.202 5.302 9.091  -0.2564
C7 7.064 4.644 9.038  0.4640
O4 7.061 3.374 8.848  -0.5700
C8 5.770 5.457 9.264  0.7922
F4 5.179 5.685 8.110  -0.2191
F5 4.861 4.770 10.055  -0.2319
F6 6.036 6.680 9.870  -0.2366
H6 10.656 6.378 8.913  0.3072
H7 11.606 4.859 8.807  0.3629
H8 10.493 5.336 10.227  0.3323
H9 9.584 3.649 8.780  0.2836
H10 9.496 4.906 7.486  0.2766
C9 -10.394 -6.366 -11.608  -0.9353
C10 -8.873 -6.629 -11.190  -0.3233
O5 -8.375 -5.430 -10.674  -0.2657
C11 -7.425 -4.640 -11.384  0.3979
O6 -7.017 -4.812 -12.526  -0.5081
C12 -6.852 -3.547 -10.391  0.8353
F7 -5.573 -3.704 -10.227  -0.2351
F8 -6.904 -2.334 -10.985  -0.2565
F9 -7.507 -3.522 -9.239  -0.2193
H11 -10.916 -6.816 -10.764  0.2711
H12 -10.573 -6.918 -12.531  0.2939
H13 -10.701 -5.336 -11.792  0.3170
H14 -8.286 -6.777 -12.097  0.3157
H15 -8.875 -7.480 -10.510  0.3125
C13 4.934 11.202 3.994  -1.1579
C14 4.419 11.766 2.694  -0.2006
O7 3.520 10.851 2.200  -0.2195
C15 3.214 10.811 0.824  0.3342
O8 3.895 11.454 -0.008  -0.5291
C16 2.086 9.915 0.408  0.8610
F10 1.063 10.700 -0.062  -0.2351
F11 2.509 9.126 -0.634  -0.2366
F12 1.655 9.137 1.389  -0.2165
H16 5.479 10.285 3.771  0.3078
H17 4.190 11.065 4.779  0.3132
H18 5.669 11.926 4.347  0.3784
H19 5.273 11.906 2.032  0.3073
H20 3.927 12.729 2.832  0.2936
C17 4.562 -7.414 1.873  -0.9937
C18 6.048 -7.197 1.408  -0.2813
O9 5.875 -6.720 0.079  -0.2782
C19 5.691 -5.363 -0.187  0.3656
O10 5.500 -4.496 0.624  -0.5002
C20 5.664 -5.034 -1.686  0.8364
F13 5.800 -6.163 -2.397  -0.2326
F14 4.450 -4.473 -2.006  -0.2477
F15 6.618 -4.164 -1.977  -0.2283
H21 4.619 -7.849 2.871  0.3611
H22 3.954 -8.011 1.194  0.2964
H23 4.159 -6.418 2.055  0.2937
H24 6.634 -8.113 1.336  0.2979
H25 6.682 -6.578 2.043  0.3109
C21 -8.176 -6.927 -1.773  -1.1009
C22 -7.130 -6.560 -0.744  -0.2051
O11 -7.639 -5.484 0.049  -0.2167
C23 -6.982 -5.172 1.273  0.3086
O12 -5.885 -5.621 1.561  -0.5129
C24 -7.836 -4.242 2.112  0.8820
F16 -8.304 -4.899 3.146  -0.2332
F17 -7.086 -3.210 2.460  -0.2292
F18 -8.882 -3.796 1.385  -0.2403
H26 -8.287 -6.240 -2.612  0.2956
H27 -9.110 -6.974 -1.213  0.3121
H28 -7.936 -7.904 -2.192  0.3532
H29 -6.280 -6.112 -1.260  0.2629
H30 -6.873 -7.457 -0.182  0.3239

Kohn-Sham gap	11.56	eV
SMILES	CCOC(=O)C(F)(F)F.CCOC(=O)C(F)(F)F.CCOC(=O)C(F)(F)F.CCOC(=O)C(F)(F)F.CCOC(=O)C(F)(F)F.CCOC(=O)C(F)(F)F
E_HOMO	-11.2	eV
charge	0

---

*B*
Here is a cluster of 6 separate species, C24H30F18O12 in total from the OMol25 dataset. Energies are from wB97M-V/def2-TZVPD.

Last column: Mulliken charge in e.
Positions of all 84 atoms, in Å:
C1 23.569 44.440 69.882  -1.2439
C2 23.198 44.704 68.485  -0.4185
O1 21.846 44.267 68.370  -0.2582
C3 21.412 44.182 67.075  0.1590
O2 21.967 44.482 66.035  -0.5111
C4 19.925 43.573 67.077  1.1035
F1 19.954 42.208 67.416  -0.2627
F2 19.130 44.305 67.833  -0.2403
F3 19.431 43.599 65.797  -0.2575
H1 24.460 44.642 70.248  0.5477
H2 23.076 43.453 70.336  0.2211
H3 23.173 45.336 70.463  0.2841
H4 23.666 43.984 67.834  0.3149
H5 23.329 45.524 68.003  0.5660
C5 14.198 42.838 59.094  -1.0739
C6 14.169 41.309 59.705  -0.0910
O3 13.435 41.479 60.866  -0.1788
C7 13.307 40.450 61.762  0.4212
O4 13.614 39.270 61.486  -0.5262
C8 12.476 40.710 63.003  0.8303
F4 12.365 39.675 63.762  -0.2256
F5 12.997 41.733 63.749  -0.2573
F6 11.234 41.069 62.641  -0.2667
H6 14.810 42.708 57.991  0.2784
H7 14.916 43.326 59.695  0.3606
H8 13.181 43.411 58.933  0.2937
H9 15.137 41.080 59.833  0.1734
H10 13.670 40.560 58.861  0.2374
C9 16.481 41.770 64.731  -1.8830
C10 17.096 40.746 65.812  -0.1672
O5 16.331 39.493 65.794  -0.0736
C11 16.571 38.678 66.738  0.2148
O6 17.489 38.661 67.578  -0.5980
C12 15.692 37.457 66.613  0.9656
F7 15.650 36.914 65.361  -0.1730
F8 16.065 36.526 67.569  -0.2377
F9 14.455 37.986 67.047  -0.2707
H11 16.806 42.761 64.910  0.5560
H12 15.593 41.874 64.744  0.7610
H13 16.727 41.547 63.741  0.2946
H14 17.135 41.292 66.741  0.4280
H15 18.086 40.466 65.384  0.2068
C13 13.516 44.203 65.896  -1.3348
C14 12.822 45.462 66.536  -0.6554
O7 11.442 45.231 66.902  -0.2909
C15 10.560 45.698 65.992  0.3518
O8 10.735 46.002 64.811  -0.5059
C16 9.235 45.701 66.646  0.8795
F10 8.272 45.740 65.627  -0.2534
F11 8.878 44.588 67.327  -0.2450
F12 8.978 46.680 67.529  -0.2408
H16 14.465 44.401 65.797  0.5876
H17 13.147 44.078 65.015  0.5262
H18 13.440 43.337 66.505  0.4042
H19 12.983 46.436 66.150  0.4499
H20 13.088 45.465 67.543  0.3474
C17 19.247 35.876 65.019  -0.8299
C18 19.981 34.791 64.383  -0.3441
O9 21.278 35.247 64.021  -0.2750
C19 21.915 35.077 62.742  0.3467
O10 21.489 34.311 61.935  -0.4895
C20 23.092 35.999 62.431  0.8549
F13 23.392 36.810 63.494  -0.2440
F14 24.274 35.324 62.197  -0.2468
F15 22.741 36.771 61.376  -0.1980
H21 19.518 36.917 64.754  0.2969
H22 19.510 35.799 66.113  0.2937
H23 18.154 35.795 64.814  0.2520
H24 19.443 34.587 63.348  0.1988
H25 20.276 33.873 64.832  0.3710
C21 19.298 35.876 59.214  -0.7232
C22 19.301 37.407 58.735  -1.2788
O11 18.511 38.191 59.522  -0.3110
C23 19.087 38.793 60.758  -0.0480
O12 20.253 38.530 61.136  -0.5091
C24 18.056 39.480 61.602  1.2518
F16 18.442 39.643 62.884  -0.1752
F17 17.859 40.670 61.032  -0.2751
F18 16.766 38.853 61.556  -0.2432
H26 20.094 35.330 58.687  0.3468
H27 18.428 35.205 58.947  0.3164
H28 19.413 35.855 60.247  0.0796
H29 18.923 37.694 57.909  0.7409
H30 19.976 37.984 58.805  0.8176

Kohn-Sham gap	10.92	eV
SMILES	CCOC(=O)C(F)(F)F.CCOC(=O)C(F)(F)F.CCOC(=O)C(F)(F)F.CCOC(=O)C(F)(F)F.CCOC(=O)C(F)(F)F.CCOC(=O)C(F)(F)F
E_HOMO	-11.2	eV
charge	0

---

Stability summary - winner: *A*; margin: 174.6 kcal/mol.

---

*A*
Here is the molecule CH4N2P2 from the OMol25 dataset. Energies are from wB97M-V/def2-TZVPD.

Last column: Mulliken charge in e.
Positions of all 9 atoms, in Å:
C1 -0.086 1.459 -0.767  0.2630
N1 0.085 0.691 1.225  -0.5908
N2 0.229 -1.070 -1.256  -0.5585
P1 0.177 2.305 0.722  -0.0587
P2 -0.196 0.380 -2.018  0.0296
H1 1.111 0.339 1.113  0.2836
H2 -0.502 -1.745 -1.425  0.2631
H3 0.378 -0.959 -0.223  0.3299
H4 -1.091 2.922 1.120  0.0387

Kohn-Sham gap (alpha / beta)	7.38 / 7.38	eV
E_HOMO (alpha / beta)	-8.2 / -8.2	eV
charge	0

---

*B*
Here is the molecule CH4N2P2 from the OMol25 dataset. Energies are from wB97M-V/def2-TZVPD.

Last column: Mulliken charge in e.
Positions of all 9 atoms, in Å:
H1 2.081 0.561 1.723  0.2339
N1 1.455 0.193 1.007  -0.4434
P1 1.884 -0.605 -0.268  0.1551
C1 0.203 -0.447 -0.991  -0.5431
P2 -0.952 -0.556 0.391  0.1800
N2 -1.800 0.767 0.209  -0.5390
H2 -2.697 0.676 0.816  0.2442
H3 -0.273 -1.158 -1.654  0.4270
H4 0.099 0.569 -1.232  0.2854

Kohn-Sham gap	8.14	eV
SMILES	[H]/N=P/C/P=N/[H]
E_HOMO	-8.7	eV
charge	0

---

Stability summary - winner: *B*; margin: 51.9 kcal/mol.

---

*A*
Here is a structure of composition C2H5O3PS from the OMol25 dataset. Energies are from wB97M-V/def2-TZVPD.

Last column: Mulliken charge in e.
Positions of all 12 atoms, in Å:
C1 1.181 0.720 -0.105  -0.7345
C2 0.431 -0.766 -0.629  -0.6375
O1 -0.689 -0.796 1.652  -0.5636
O2 -2.157 -1.683 -0.180  -0.6067
O3 -1.473 0.665 -0.235  -0.2783
P1 -0.323 1.868 0.084  0.0910
S1 -1.123 -0.767 0.288  1.1183
H1 1.645 0.528 0.785  0.4023
H2 1.783 1.077 -0.966  0.3834
H3 0.133 -0.757 -1.742  0.3036
H4 1.030 -1.633 -0.508  0.4262
H5 -0.437 1.543 1.557  0.0956

Kohn-Sham gap	10.80	eV
E_HOMO	-10.5	eV
charge	0

---

*B*
Here is a structure of composition C2H5O3PS from the OMol25 dataset. Energies are from wB97M-V/def2-TZVPD.

Last column: Mulliken charge in e.
Positions of all 12 atoms, in Å:
C1 -0.954 -0.733 -0.313  -0.8786
C2 1.574 0.537 0.637  -0.7678
O1 2.046 -0.487 -1.742  -0.5003
O2 1.165 -1.890 0.508  -0.5621
O3 -0.262 -0.697 2.200  -0.5927
P1 2.664 -0.645 -0.429  0.3387
S1 0.244 -0.741 0.879  1.1245
H1 -1.437 0.180 -0.488  0.3711
H2 -0.421 -0.941 -1.203  0.3548
H3 -1.590 -1.416 0.227  0.3264
H4 1.152 1.383 0.119  0.4031
H5 1.957 0.792 1.637  0.3828

Kohn-Sham gap	9.46	eV
E_HOMO	-9.2	eV
charge	0

---

Stability summary - winner: *A*; margin: 2.5 kcal/mol.

---

*A*
Here is the molecule C4H11N3S from the OMol25 dataset. Energies are from wB97M-V/def2-TZVPD.

Last column: Mulliken charge in e.
Positions of all 19 atoms, in Å:
C1 1.320 1.253 0.059  -0.5897
C2 -0.402 -0.458 1.060  -0.7519
C3 0.990 -0.199 0.576  0.2196
C4 1.325 -1.233 -0.478  -1.3881
N1 -2.493 0.993 0.757  -0.6264
N2 -2.479 -1.008 -0.992  -0.6555
N3 0.736 1.593 -1.238  -0.5344
S1 -1.622 0.049 -0.216  0.5736
H1 1.139 2.026 0.862  0.3313
H2 2.280 0.959 -0.188  0.4339
H3 -0.518 -1.511 1.202  0.4040
H4 -0.854 0.097 1.964  0.3549
H5 1.728 -0.387 1.462  0.3146
H6 1.138 -2.193 -0.067  0.4215
H7 2.316 -1.008 -0.732  0.4166
H8 0.669 -0.895 -1.377  0.3264
H9 -3.406 1.176 0.194  0.2508
H10 -2.099 -1.679 -1.625  0.2372
H11 0.230 2.425 -1.223  0.2618

Kohn-Sham gap (alpha / beta)	7.74 / 7.74	eV
E_HOMO (alpha / beta)	-8.2 / -8.8	eV
charge	0

---

*B*
Here is the molecule C4H11N3S from the OMol25 dataset. Energies are from wB97M-V/def2-TZVPD.

Last column: Mulliken charge in e.
Positions of all 19 atoms, in Å:
H1 -1.538 -0.447 1.365  0.3223
N1 -1.221 0.456 1.131  -1.0607
C1 -0.720 0.655 0.025  0.3688
N2 -0.259 1.772 -0.576  -0.0953
N3 -0.016 2.800 0.333  -0.6990
C2 -0.275 -0.538 -0.899  0.1721
C3 -0.079 -0.453 -2.462  -1.4174
C4 0.939 -1.162 -0.360  -0.5779
S1 0.731 -1.715 1.414  -0.2873
H2 0.859 1.434 -0.795  0.4197
H3 -0.596 2.220 1.162  0.3861
H4 -0.518 3.798 -0.034  0.2461
H5 -1.038 -1.479 -0.782  0.2513
H6 -1.150 -0.129 -2.839  0.2798
H7 -0.099 -1.500 -2.870  0.4506
H8 0.684 0.171 -2.769  0.3802
H9 1.709 -0.276 -0.011  0.1874
H10 1.382 -1.917 -1.008  0.4507
H11 -0.110 -0.639 1.915  0.2224

Kohn-Sham gap	9.60	eV
SMILES	[H]/N=C(/NN)[C@@H](C)CS
E_HOMO	-8.8	eV
charge	0

---

Stability summary - winner: *B*; margin: 27.2 kcal/mol.